Entry from the OMol25 dataset: the molecule C29H28N2O4S2 (ωB97M-V/def2-TZVPD).

Properties
Energy above the lowest of the compared OMol25 structures with the same formula, charge and spin ... 0.0 kcal per mole
Total charge ... 0
2S+1 ... 1
Maximum force ... 0.91 eV/A
Total energy ... -63368.9801 eV
LUMO ... -0.38 eV

XYZ file:
```
65
Properties=species:S:1:pos:R:3:forces:R:3:mulliken_charge:R:1
C -6.19888 1.09290 -3.16252 -0.0683 0.0457 0.0255 -1.611
C -5.61170 1.38907 -1.81667 0.1079 -0.0169 0.0559 0.907
C -5.70162 0.46320 -0.78863 -0.0206 0.1849 -0.0030 -0.355
C -5.16758 0.73108 0.46495 -0.0821 0.5683 -0.6918 -0.266
C -4.52722 1.94781 0.71853 -0.0190 -0.1515 0.1123 1.264
C -4.45847 2.87329 -0.31286 -0.0569 -0.0348 -0.0072 -0.843
C -4.98595 2.60327 -1.56184 -0.0003 -0.0562 0.0028 -0.849
H -4.90962 3.34192 -2.34619 0.0129 0.0795 -0.0995 0.421
H -3.97030 3.82089 -0.13521 0.0556 0.0873 0.0414 0.369
C -3.92454 2.24274 2.06172 -0.0501 -0.0658 -0.1100 -1.675
H -4.69386 2.28137 2.83397 0.0085 0.0288 0.1436 0.382
H -3.19773 1.47665 2.33694 0.0558 -0.0084 0.0804 0.298
H -3.41702 3.20375 2.04252 0.0258 0.0328 0.0620 0.395
N -5.27365 -0.26497 1.45042 0.1048 -0.8447 0.2511 -0.280
S -4.48827 -1.72170 1.17231 0.1863 0.1700 0.3525 1.228
O -5.04219 -2.34504 0.01292 0.1224 0.2838 -0.1942 -0.657
O -4.51138 -2.41777 2.42361 0.1453 0.2416 0.1004 -0.715
C -2.82127 -1.16850 0.82430 -0.5751 -0.3036 0.1275 0.093
C -2.50620 -0.74257 -0.45341 0.0194 -0.0291 -0.2385 -0.703
C -1.25929 -0.19537 -0.70954 0.0551 -0.0139 0.1574 -0.737
C -0.35157 -0.09405 0.33528 -0.4993 -0.2306 0.2100 0.552
C -0.68260 -0.54201 1.62720 -0.1092 0.0713 -0.3086 0.228
C -1.92964 -1.07480 1.87951 0.0843 -0.0458 0.0902 -0.637
H -2.22957 -1.43153 2.85288 0.0366 -0.0304 0.1661 0.512
C 0.47259 -0.33877 2.56210 0.0065 -0.0283 0.1607 -1.467
C 1.51423 0.26225 1.66560 0.0631 0.0660 -0.3078 0.360
C 2.81620 0.61560 1.95281 -0.0494 0.0805 0.0844 -0.996
C 3.58935 1.12752 0.92554 0.5911 0.2207 0.1522 0.409
C 3.09847 1.30715 -0.35492 -0.0277 0.1527 -0.1470 -0.619
C 1.79368 0.95041 -0.65007 -0.0151 -0.0663 0.1559 -0.695
C 1.01099 0.41148 0.36098 0.5153 0.1249 0.2264 0.396
H 1.40304 1.07212 -1.64786 -0.0193 0.0266 -0.1463 0.499
H 3.75564 1.71794 -1.10393 0.0286 0.0311 -0.1647 0.564
S 5.34790 1.31884 1.20399 -0.1046 -0.0430 0.2439 1.237
O 5.88403 2.21469 0.22682 -0.2611 -0.1536 -0.1683 -0.719
O 5.61537 1.57200 2.58853 -0.1524 -0.2257 0.1225 -0.723
N 5.90906 -0.25207 0.91467 0.0621 0.7601 0.3552 -0.187
C 5.19752 -0.96168 -0.08326 -0.2326 -0.4808 -0.7309 0.057
C 4.15291 -1.80428 0.27724 0.1218 -0.0737 -0.1152 -0.226
C 3.36027 -2.42276 -0.67718 0.0717 -0.0244 0.0702 0.758
C 3.65066 -2.19353 -2.01538 0.0309 0.0291 0.0466 -0.796
C 4.71885 -1.39332 -2.37665 -0.0578 0.0222 0.0128 -0.744
C 5.51350 -0.76227 -1.42841 0.0052 -0.0756 0.1273 0.704
C 6.68340 0.07808 -1.82661 0.0461 0.1087 -0.0138 -1.556
H 7.59010 -0.31668 -1.37101 0.1239 0.0219 -0.0065 0.348
H 6.80166 0.08669 -2.90700 0.0295 -0.0198 -0.0654 0.410
H 6.56361 1.09728 -1.46660 0.1292 -0.0121 -0.1609 0.289
H 4.94470 -1.25192 -3.42369 0.0481 0.0261 -0.1058 0.368
H 3.04356 -2.65615 -2.77954 -0.0664 -0.0740 -0.0943 0.427
C 2.19467 -3.27256 -0.27099 -0.0080 0.0661 -0.0159 -1.477
H 2.02175 -4.06471 -0.99525 -0.0608 -0.0859 -0.0085 0.485
H 1.29128 -2.66282 -0.21704 -0.1158 -0.0168 0.0312 0.083
H 2.36023 -3.71902 0.70642 -0.0385 -0.0731 0.0744 0.370
H 3.94947 -1.96678 1.32770 -0.0635 0.0147 0.1110 0.261
H 5.91600 -0.72854 1.80616 0.0370 -0.0168 0.1587 0.522
H 3.24940 0.50515 2.93512 0.0028 -0.0686 0.1670 0.504
H 0.80673 -1.28144 3.00055 0.0171 -0.0269 0.0383 0.320
H 0.21597 0.32943 3.38713 -0.0091 0.0029 0.0424 0.339
H -1.00191 0.14351 -1.70054 0.0011 0.0329 -0.1447 0.564
H -3.24311 -0.85420 -1.23169 -0.0262 0.0252 -0.1639 0.622
H -5.08912 0.04793 2.39117 0.0456 -0.0661 0.1812 0.443
H -6.17324 -0.49353 -0.94618 -0.1220 -0.0560 -0.0717 0.477
H -6.28876 0.02080 -3.31594 -0.0230 -0.0676 -0.0844 0.349
H -5.58614 1.51775 -3.95477 0.0067 -0.0106 -0.0890 0.388
H -7.19436 1.53080 -3.23822 -0.0699 -0.0090 -0.0836 0.332
```
Forces are in eV/Å.